Here is a molecular structure, C7H10BrIrN at a distorted geometry from OMol25. Energies are from ωB97M-V with the def2-TZVPD basis set.

Computed properties:
2S+1: 6
HOMO energy (spin up / spin down): -0.1782 / -0.3208 Eh
HOMO-LUMO gap (spin up / spin down): 0.198 / 0.260 hartree

Atoms and positions in Å:
C1 -0.899 0.985 -1.298
C2 0.499 0.779 -1.549
C3 1.237 1.563 -0.607
C4 0.308 2.259 0.210
C5 -1.005 1.905 -0.200
Ir1 0.039 -0.064 0.377
N1 -1.416 -0.942 1.129
C6 -0.191 -2.236 0.648
C7 0.903 -1.726 -0.207
H1 2.327 1.584 -0.511
H2 0.917 0.106 -2.299
H3 0.560 2.916 1.041
H4 -1.936 2.251 0.250
H5 -1.724 0.499 -1.828
H6 0.791 -1.904 -1.281
H7 -0.926 -2.814 0.078
H8 -2.375 -1.019 1.618
H9 1.932 -1.783 0.182
H10 0.129 -2.705 1.590
Br1 0.830 0.346 2.656